DFT (the ωB97M-V functional and the def2-TZVPD basis) results for a gas-phase ion, C5H15N2 (charge +1) at a distorted geometry.

```
! wB97M-V def2-TZVPD RIJCOSX def2/J DEFGRID3
* xyz 1 1
C -1.151 0.043 -1.569
C -0.982 -0.685 -0.223
C -2.254 -0.265 0.650
C 0.378 -0.382 0.508
N 1.393 -1.313 -0.018
C 0.878 0.996 0.122
N 2.288 1.170 0.696
H -2.031 -0.338 -2.091
H -1.279 1.118 -1.483
H -0.321 -0.281 -2.213
H -1.077 -1.768 -0.224
H -2.934 0.365 0.082
H -2.808 -1.148 0.947
H -1.865 0.309 1.491
H 0.143 -0.368 1.575
H 1.495 -2.104 0.611
H 1.186 -1.651 -0.946
H 0.946 1.125 -0.949
H 0.266 1.713 0.681
H 2.604 0.194 0.830
H 2.314 1.668 1.577
H 2.811 1.601 -0.053
*
```

Computed properties:
relative energy (zero: lowest compared OMol25 entry of this formula, charge and spin)	93.76	kJ/mol
E_tot	-308.7570	Eh
orbital gap	0.38536	Eh
molar mass	103.19	g/mol
maximum force	2.9	eV/A

DFT (the ωB97M-V functional and the def2-TZVPD basis) results for a single CH5ISSi molecule at a distorted geometry.

```
! wB97M-V def2-TZVPD RIJCOSX def2/J DEFGRID3
* xyz 0 1
Si -1.135 0.256 -0.624
C -0.097 -0.415 0.893
S 1.529 -1.214 -0.050
I 3.001 0.677 -0.273
H -0.166 1.177 -1.263
H -2.063 1.165 0.117
H -1.093 -0.776 -1.693
H 0.370 0.486 1.365
H -0.346 -1.357 1.529
*
```

Computed properties:
relative energy (zero: lowest compared OMol25 entry of this formula, charge and spin)	58.14	kJ/mol
E_tot	-1026.4070	Eh
orbital gap	0.29328	Eh
molar mass	204.11	g/mol
maximum force	2.7	eV/A